Molecular formula: C6H11N
Method: DFT, ωB97M-V/def2-TZVPD

Computed properties:
SMILES   CCC(C)(C)C#N
Energy relative to the best compared isomer or geometry (same formula, charge and spin)   1.6 kcal/mol
Gap between HOMO and LUMO   12.19 eV
E   -7890.4639 eV
E_LUMO   0.805 eV

CARTESIAN COORDINATES (ANGSTROEM)
1 C 2.09 0.16 -0.06
2 C 0.84 -0.74 0.02
3 C -0.49 0.02 0.17
4 C -1.64 -0.98 0.30
5 C -0.74 0.97 -1.01
6 C -0.43 0.82 1.42
7 N -0.39 1.45 2.39
8 H 2.48 0.23 -1.08
9 H 2.90 -0.24 0.56
10 H 1.89 1.17 0.29
11 H 0.93 -1.44 0.85
12 H 0.76 -1.35 -0.89
13 H -1.49 -1.65 1.15
14 H -2.60 -0.47 0.43
15 H -1.69 -1.59 -0.61
16 H -1.66 1.54 -0.86
17 H 0.08 1.69 -1.13
18 H -0.83 0.39 -1.93

Molecular formula: C3H8OS2
Method: DFT, ωB97M-V/def2-TZVPD

Computed properties:
SMILES   C=CO.CSS
Energy relative to the best compared isomer or geometry (same formula, charge and spin)   35.0 kcal/mol
Gap between HOMO and LUMO   8.85 eV
E   -26957.0907 eV
E_LUMO   0.398 eV

CARTESIAN COORDINATES (ANGSTROEM)
1 C 1.88 0.18 -1.88
2 C 2.35 1.07 -1.02
3 O 2.86 0.71 0.23
4 H 1.61 0.56 -2.86
5 H 1.93 -0.89 -1.80
6 H 2.68 2.05 -1.32
7 H 2.08 0.36 0.69
8 C -1.19 1.45 0.10
9 S -1.36 -0.31 -0.36
10 S -1.47 -1.43 1.41
11 H -2.16 1.80 0.46
12 H -0.91 2.03 -0.77
13 H -0.51 1.50 0.95
14 H -0.57 -0.76 2.15

Molecular formula: C12H9N2
Method: DFT, ωB97M-V/def2-TZVPD

Computed properties:
Gap between HOMO and LUMO (alpha / beta)   6.19 / 6.18 eV
E   -15555.9057 eV
E_LUMO (alpha / beta)   -5.307 / -5.308 eV
Net charge   +1

CARTESIAN COORDINATES (ANGSTROEM)
1 C -1.50 -2.31 2.75
2 C -0.61 -1.46 3.47
3 C -1.87 -2.18 1.43
4 C -0.37 -0.15 3.34
5 C 0.48 0.98 -3.33
6 C 0.03 -0.18 -2.53
7 C 1.18 1.99 -2.70
8 C -0.05 0.10 -1.13
9 C -1.11 -1.35 0.62
10 C -0.97 0.86 2.55
11 C 0.65 1.11 -0.52
12 C 1.42 1.98 -1.30
13 N -0.65 -0.69 -0.24
14 N -1.31 1.78 1.94
15 H -2.12 -3.13 3.29
16 H 0.07 -1.94 4.18
17 H -2.68 -2.59 0.86
18 H 0.21 0.33 4.17
19 H 0.42 1.04 -4.42
20 H -0.28 -1.21 -2.97
21 H 1.65 2.84 -3.28
22 H 2.49 1.60 -1.13
23 H 1.65 2.96 -0.90

Molecular formula: C2H12N2O3
Method: DFT, ωB97M-V/def2-TZVPD

Computed properties:
SMILES   N/C=C/N.O.O.O
Energy relative to the best compared isomer or geometry (same formula, charge and spin)   68.6 kcal/mol
Gap between HOMO and LUMO   7.79 eV
E   -11388.7724 eV
E_LUMO   0.627 eV

CARTESIAN COORDINATES (ANGSTROEM)
1 N 0.01 0.89 2.40
2 C -0.21 1.51 1.16
3 C -1.09 1.21 0.18
4 N -0.84 1.72 -1.06
5 H 0.36 1.38 3.21
6 H -0.67 0.35 2.78
7 H 0.52 2.23 1.16
8 H -1.93 0.48 0.25
9 H -1.60 2.00 -1.60
10 H -0.02 2.42 -1.03
11 O 2.83 0.38 -0.33
12 H 2.10 0.08 0.34
13 H 2.31 0.36 -1.15
14 O -1.15 -2.24 -2.18
15 H -0.61 -1.40 -1.97
16 H -1.46 -2.64 -1.45
17 O 0.09 -2.46 0.30
18 H 0.89 -2.44 0.03
19 H -0.31 -3.03 -0.26

E of number 3 (C12H9N2)?
-15555.9057 eV